(1)
{"formula": "C49H55As2N2OPS2Ta", "method": "ωB97M-V/def2-TZVPD", "species": ["Ta", "O", "N", "C", "C", "C", "C", "C", "S", "H", "H", "H", "H", "C", "C", "As", "C", "C", "C", "C", "C", "C", "C", "C", "C", "C", "C", "C", "As", "C", "C", "C", "C", "C", "C", "C", "C", "C", "C", "C", "C", "H", "H", "H", "H", "H", "H", "H", "H", "H", "H", "H", "H", "H", "H", "H", "H", "H", "H", "H", "H", "H", "H", "H", "H", "S", "C", "C", "C", "C", "C", "C", "C", "C", "C", "N", "H", "H", "H", "H", "H", "H", "C", "C", "C", "P", "C", "C", "C", "C", "C", "C", "H", "H", "H", "H", "H", "H", "H", "H", "H", "H", "H", "H", "H", "H", "H", "H", "H", "H", "H", "H", "H"], "positions_angstrom": [[-0.280, 0.089, -0.410], [-0.085, -1.253, -2.789], [0.271, 0.812, -2.193], [2.193, 0.660, -4.362], [2.578, 2.005, -4.806], [2.176, 3.047, -4.053], [1.401, 3.031, -2.840], [0.671, 2.113, -2.130], [0.099, 2.546, -0.507], [2.610, 0.386, -3.386], [3.140, 2.146, -5.716], [2.478, 4.039, -4.357], [1.435, 3.992, -2.336], [1.226, 0.886, 2.813], [2.140, -0.224, 2.303], [2.473, -0.007, 0.365], [3.755, -1.465, 0.045], [3.902, -2.530, 0.929], [4.891, -3.478, 0.721], [5.723, -3.390, -0.382], [5.569, -2.345, -1.280], [4.596, -1.384, -1.068], [3.733, 1.512, 0.603], [5.014, 1.243, 1.083], [5.842, 2.285, 1.465], [5.404, 3.598, 1.382], [4.137, 3.868, 0.898], [3.308, 2.829, 0.507], [-0.648, 0.582, 2.257], [-1.165, -0.762, 3.628], [-1.725, -1.994, 3.297], [-1.996, -2.929, 4.284], [-1.731, -2.637, 5.611], [-1.214, -1.397, 5.952], [-0.924, -0.464, 4.969], [-1.455, 2.228, 2.985], [-2.611, 2.171, 3.767], [-3.173, 3.334, 4.265], [-2.602, 4.565, 3.985], [-1.454, 4.627, 3.213], [-0.882, 3.468, 2.714], [1.566, 1.862, 2.444], [1.255, 0.932, 3.911], [1.699, -1.203, 2.520], [3.118, -0.171, 2.804], [3.260, -2.618, 1.797], [5.021, -4.273, 1.439], [6.503, -4.119, -0.530], [6.225, -2.271, -2.134], [4.511, -0.535, -1.746], [5.366, 0.220, 1.168], [6.830, 2.063, 1.840], [6.047, 4.406, 1.696], [3.782, 4.885, 0.833], [2.317, 3.061, 0.136], [-1.959, -2.220, 2.262], [-2.418, -3.886, 4.020], [-1.940, -3.365, 6.379], [-1.036, -1.151, 6.988], [-0.529, 0.512, 5.241], [-3.061, 1.209, 3.997], [-4.063, 3.280, 4.872], [-3.045, 5.470, 4.370], [-1.002, 5.582, 2.996], [0.013, 3.542, 2.108], [1.657, -4.278, -1.004], [1.172, -4.122, 0.607], [0.489, -2.952, 0.875], [0.293, -2.118, -0.232], [0.915, -2.719, -1.367], [0.949, -2.150, -2.642], [1.821, -2.543, -3.690], [2.132, -1.871, -4.828], [1.761, -0.521, -5.218], [0.728, 0.321, -4.513], [0.054, 0.036, -3.311], [1.402, -4.898, 1.314], [0.134, -2.735, 1.872], [2.315, -3.493, -3.534], [2.783, -2.372, -5.532], [1.815, -0.338, -6.284], [0.125, 0.950, -5.161], [-3.426, 2.341, -0.323], [-3.869, 1.251, -1.301], [-3.708, 1.767, -2.727], [-2.989, -0.386, -1.020], [-3.431, -1.504, -2.475], [-2.808, -1.117, -3.823], [-3.091, -2.961, -2.162], [-4.019, -1.203, 0.335], [-5.432, -1.601, -0.098], [-4.151, -0.348, 1.594], [-4.113, 3.179, -0.407], [-2.437, 2.726, -0.571], [-3.429, 2.026, 0.719], [-4.928, 1.031, -1.125], [-2.655, 1.902, -2.984], [-4.190, 2.738, -2.812], [-4.175, 1.106, -3.450], [-4.520, -1.388, -2.542], [-2.075, -1.859, -4.133], [-2.313, -0.152, -3.798], [-3.572, -1.082, -4.595], [-2.016, -3.098, -2.045], [-3.420, -3.580, -2.992], [-3.585, -3.335, -1.271], [-3.454, -2.111, 0.583], [-6.013, -0.739, -0.417], [-5.937, -2.019, 0.770], [-5.468, -2.354, -0.878], [-4.914, 0.414, 1.458], [-3.207, 0.127, 1.887], [-4.477, -0.982, 2.417]], "mulliken_charge": [-0.362, 0.230, -0.006, -0.056, -1.676, -0.593, -0.388, 0.715, -0.607, 0.777, 0.516, 0.473, 0.474, -1.083, -1.273, 1.315, 0.713, -0.555, -0.834, -0.649, -0.918, -0.446, 1.088, -1.094, -0.816, -0.659, -1.136, -0.078, 1.735, 1.189, -0.131, -1.268, -0.698, -0.934, -1.187, 0.911, -0.394, -0.880, -0.661, -0.934, -0.229, 0.404, 0.781, 0.370, 0.726, 0.486, 0.496, 0.458, 0.497, 0.459, 0.434, 0.459, 0.430, 0.489, 0.532, 0.635, 0.510, 0.467, 0.488, 0.420, 0.397, 0.464, 0.437, 0.487, 0.130, -0.139, -0.420, -0.476, 0.296, 0.888, 0.734, -0.841, -1.154, -0.489, -0.643, 0.341, 0.566, 0.363, 0.613, 0.519, 0.772, 0.599, -1.376, 0.436, -1.531, 0.309, 0.665, -1.773, -1.727, 0.883, -1.739, -2.104, 0.640, 0.211, 0.136, 0.563, 0.146, 0.477, 0.389, 1.129, 0.486, 0.209, 0.358, 0.131, 0.573, 0.348, 0.334, 0.311, 0.500, 0.443, 0.492, -0.129, 0.633], "homo_lumo_gap_ev": [5.5, 5.4], "e_homo_ha": [-0.575, -0.573], "total_charge": 3, "relative_energy_ev": 7.313}

***

(2)
{"formula": "C2H4BrNO", "method": "ωB97M-V/def2-TZVPD", "species": ["C", "C", "N", "O", "Br", "H", "H", "H", "H"], "positions_angstrom": [[-1.554, 0.577, 0.251], [-0.389, -0.050, 0.409], [3.523, -0.818, -0.420], [4.329, -0.728, 0.463], [1.290, 0.816, -0.144], [4.034, -0.357, -1.226], [-2.437, 0.136, 0.600], [-1.754, 1.456, -0.179], [-0.062, -1.024, 0.840]], "nbo_charge": [-0.401, -0.220, -0.182, -0.182, -0.006, 0.347, 0.205, 0.206, 0.234], "homo_lumo_gap_ev": [9.1, 8.8], "spin_multiplicity": 3, "e_homo_ha": [-0.303, -0.354], "total_charge": 0, "relative_energy_ev": 0.482}